Record 1
22
Properties=species:S:1:pos:R:3 method="wB97M-V/def2-TZVPD" gap_ev=10.60 total_charge=0 lumo_energy_ev=0.733 smiles=CC[C@](F)(C#N)c1ccccc1 homo_ev=-9.86 mol_weight_g_mol=163.195 relative_energy_ev=0.647
F -1.11903 1.32840 -1.57282
N 0.82317 3.64256 -0.26224
C 0.44344 2.56803 -0.43764
C -1.49571 -0.25992 0.50070
C -0.22886 0.31647 0.42833
C -0.94200 -1.37002 2.53824
C 1.13368 0.56095 -1.67826
C 0.65295 -0.00660 1.46361
C 0.32933 -0.81933 2.50326
C 0.64358 -0.61828 -2.42313
C -1.79961 -1.11930 1.55207
C 0.10361 1.19899 -0.74138
H -2.09994 0.15400 -0.22340
H -2.81767 -1.57704 1.58325
H 1.94560 0.24837 -0.82095
H 1.40171 -1.08208 -2.98649
H 1.01320 -0.96260 3.41886
H 1.68540 1.20517 -2.28691
H 0.21664 -1.50570 -1.98508
H 1.60291 0.53993 1.40193
H -0.18386 -0.42246 -3.29471
H -1.30853 -2.01952 3.32275

---

Record 2
25
Properties=species:S:1:pos:R:3 method="wB97M-V/def2-TZVPD" gap_ev="4.96 / 5.30" total_charge=-2 lumo_energy_ev="6.067 / 6.055" homo_ev="1.11 / 0.75" mol_weight_g_mol=242.063 spin_multiplicity=5
Fe 0.08630 -0.09538 0.22604
N 1.01701 1.42964 -0.15183
N 0.02490 0.85027 6.29681
N -0.24634 -0.03058 2.02227
N -0.09988 -0.70769 4.36247
C 1.07261 -1.99317 -0.50802
C 0.87170 -1.19368 -1.67951
C -0.52649 -1.18331 -1.97517
C -1.26242 1.63786 -0.66534
C -1.19838 -1.97423 -0.99011
C 0.08584 1.95094 -1.02514
C -0.21966 -2.46452 -0.07531
C -0.17944 -0.33344 3.15890
C 0.62458 2.52814 -2.16344
C -0.03978 0.16663 5.35118
H 1.95947 1.80986 -0.22173
H -1.77923 2.13388 0.16158
H -2.25184 -2.24263 -1.00801
H -0.38682 -3.18742 0.71728
H 1.69490 2.37503 -2.30296
H -0.02174 2.98554 -2.89039
H -1.92893 1.26082 -1.44008
H 1.65601 -0.74595 -2.27192
H -0.98663 -0.71920 -2.84584
H 2.03426 -2.25739 -0.08176

---

Record 3
25
Properties=species:S:1:pos:R:3 method="wB97M-V/def2-TZVPD" gap_ev="6.98 / 6.28" total_charge=+1 lumo_energy_ev="-4.980 / -4.960" homo_ev="-11.96 / -11.24" mol_weight_g_mol=334.073 relative_energy_ev=2.092
I 5.23190 0.51393 0.45670
P 0.39934 0.18035 1.40487
O -2.29741 2.01722 -0.37327
O -0.49657 1.48051 0.85713
N -0.85457 -0.92688 0.81067
C -1.60033 1.22892 0.16162
C -3.07723 -2.30229 -0.37341
C 3.32910 1.21404 0.48035
C -1.82983 -0.26600 0.15463
C 1.45721 -0.09529 -0.01257
C -0.93281 -2.29736 0.83845
C 1.47409 2.33614 -0.78701
C -2.96615 -0.91013 -0.37775
C 2.37620 1.05686 -0.65940
C -1.98876 -2.95585 0.23785
H -0.28373 -2.97108 1.18501
H 0.58103 2.21041 -1.38223
H -3.61244 -0.16714 -0.77223
H 2.09510 -0.94631 0.09700
H 1.85941 3.25864 -1.21451
H 1.01154 2.67177 0.18971
H 2.74566 0.70415 -1.67015
H -1.75197 -4.04373 0.28623
H 3.09839 1.65367 1.39927
H -3.96718 -2.64455 -0.93694